{"formula": "C44H68N11O6ScSeSi", "method": "wB97M-V/def2-TZVPD", "species": ["Sc", "O", "C", "O", "C", "C", "C", "C", "C", "O", "C", "C", "O", "O", "H", "H", "H", "H", "H", "H", "H", "H", "C", "N", "C", "C", "N", "C", "C", "C", "C", "C", "C", "C", "C", "C", "N", "C", "N", "C", "C", "N", "C", "C", "C", "N", "C", "C", "H", "H", "H", "H", "H", "H", "H", "H", "H", "H", "H", "H", "H", "H", "H", "H", "H", "H", "H", "H", "H", "H", "H", "H", "H", "H", "H", "H", "H", "H", "C", "N", "C", "C", "N", "N", "C", "C", "H", "H", "H", "H", "H", "H", "H", "H", "H", "H", "H", "H", "H", "C", "N", "C", "Se", "N", "C", "C", "C", "C", "C", "C", "H", "H", "H", "H", "H", "H", "H", "H", "C", "Si", "C", "C", "O", "H", "H", "H", "H", "H", "H", "H", "H", "H"], "xyz": [[0.60374, -1.07139, -0.31614], [2.54893, -3.97442, 1.91951], [2.46565, -2.89259, 1.36781], [1.59106, -2.60116, 0.46114], [3.49303, -1.79248, 1.60350], [4.00378, -1.34798, 0.21946], [5.30488, -0.55786, 0.33352], [4.80046, 0.75316, 0.97141], [3.28820, 0.51047, 1.01317], [3.05579, -0.32986, -0.14161], [2.96342, -0.43791, 2.17620], [1.47799, -0.28657, 2.51973], [1.14261, -0.03774, 3.66590], [0.67229, -0.32331, 1.51084], [4.28574, -2.20071, 2.23079], [3.99955, -2.13507, -0.53313], [6.05046, -1.07627, 0.93564], [5.72105, -0.38056, -0.65859], [5.19567, 0.90906, 1.97542], [5.05740, 1.62199, 0.37261], [2.65503, 1.39022, 0.94811], [3.51362, -0.16881, 3.08070], [-4.98834, 0.95520, -0.89486], [-4.05543, -0.04582, -0.41488], [-4.75152, -1.09517, 0.30366], [-2.69353, 0.04003, -0.59734], [-1.77753, -0.56578, 0.08147], [-2.05581, -0.94523, 1.42492], [-2.41262, 0.05004, 2.29636], [-2.67522, -0.22471, 3.64601], [-2.58164, -1.50331, 4.10473], [-2.18438, -2.55440, 3.24225], [-2.07653, -3.86942, 3.75307], [-1.65973, -4.88488, 2.94591], [-1.33442, -4.62790, 1.60681], [-1.45112, -3.37143, 1.04536], [-1.00018, -3.18180, -0.26973], [-1.26727, -4.15426, -1.11069], [-0.33352, -4.69847, -1.91656], [1.05905, -4.72582, -1.50478], [-0.63172, -5.24559, -3.22331], [-2.53180, -4.70716, -1.26200], [-2.71226, -6.14560, -1.21697], [-3.68003, -3.94991, -0.84000], [-1.88783, -2.28608, 1.87760], [-2.25807, 0.89798, -1.63481], [-2.76128, 0.62351, -2.97177], [-2.13575, 2.29175, -1.20497], [-5.67359, 0.52023, -1.63031], [-4.48742, 1.79808, -1.34559], [-5.58590, 1.32264, -0.05416], [-5.54230, -1.49093, -0.34112], [-5.20555, -0.69687, 1.21529], [-4.09117, -1.90012, 0.58359], [-2.44777, 1.07054, 1.93727], [-2.93645, 0.58538, 4.31390], [-2.77815, -1.73700, 5.14210], [-2.30434, -4.04145, 4.79567], [-1.53708, -5.88547, 3.33921], [-0.90720, -5.42310, 1.00797], [1.12232, -4.80926, -0.42200], [1.59140, -3.82475, -1.80254], [1.52393, -5.59845, -1.96886], [-0.44113, -6.32322, -3.24798], [-0.00304, -4.77030, -3.97515], [-1.67269, -5.06412, -3.47629], [-1.76595, -6.64890, -1.39565], [-3.43087, -6.47168, -1.97369], [-3.08136, -6.44830, -0.22993], [-3.50887, -2.90010, -1.06511], [-3.88715, -4.05723, 0.23131], [-4.55114, -4.29736, -1.39918], [-3.46208, -0.21152, -2.94675], [-1.95322, 0.34305, -3.65029], [-3.28015, 1.49246, -3.39088], [-2.44112, 2.39565, -0.16353], [-2.77007, 2.93775, -1.82153], [-1.11455, 2.66727, -1.25315], [-0.20354, 2.69685, -3.58796], [0.95076, 3.03883, -2.79031], [1.48215, 4.36619, -3.03542], [1.43020, 2.24116, -1.77039], [0.82040, 1.22504, -1.29204], [2.73421, 2.54139, -1.30615], [3.77973, 2.16158, -2.23070], [2.96798, 3.70386, -0.47780], [0.05155, 2.78774, -4.64615], [-1.05387, 3.35299, -3.37733], [-0.49816, 1.66873, -3.40901], [1.06773, 4.72661, -3.97619], [2.56409, 4.36332, -3.13268], [1.20332, 5.07442, -2.25039], [-0.08974, 1.08999, -1.73232], [3.63584, 1.12239, -2.52493], [4.74140, 2.23752, -1.72541], [3.83006, 2.78227, -3.13800], [2.07789, 3.90785, 0.11660], [3.24402, 4.60914, -1.03427], [3.78163, 3.48657, 0.21836], [1.24793, 2.89246, 4.76600], [0.58098, 4.09796, 4.31084], [-0.00269, 4.24079, 3.09383], [-0.07443, 2.98953, 1.77275], [-0.52956, 5.49706, 3.06085], [-0.26770, 6.16852, 4.23986], [-0.57185, 7.44427, 4.67751], [-0.13187, 7.79830, 5.94488], [0.58690, 6.90604, 6.73998], [0.89258, 5.62634, 6.29895], [0.45076, 5.27183, 5.03623], [0.80086, 2.02287, 4.28427], [1.12643, 2.81202, 5.84444], [2.31007, 2.92813, 4.52031], [-1.02648, 5.83873, 2.25548], [-1.12858, 8.13573, 4.06233], [-0.34960, 8.78676, 6.32117], [0.91494, 7.21735, 7.72154], [1.45162, 4.93882, 6.91671], [-0.62041, -2.22786, -4.72679], [0.94573, -1.58385, -3.87722], [1.46425, 0.00663, -4.76963], [2.36681, -2.75980, -4.27793], [0.67874, -1.36451, -2.30713], [-0.38621, -2.93499, -5.52319], [-1.19583, -1.41808, -5.17716], [-1.26756, -2.73172, -4.00894], [2.26312, -0.21358, -5.47862], [1.84457, 0.75128, -4.07261], [0.64944, 0.45781, -5.33392], [2.46822, -2.82051, -5.36319], [2.25686, -3.77103, -3.89915], [3.30515, -2.36661, -3.88398]], "forces_ev_per_angstrom": [[-0.2252, -0.1377, -1.1420], [0.0150, 0.0286, 0.0752], [0.0985, -0.0541, 0.0595], [0.1365, -0.3738, -0.0116], [0.0175, -0.1349, 0.0625], [0.0825, -0.1655, -0.1063], [0.0150, -0.0668, -0.0108], [-0.0173, 0.0176, 0.0967], [-0.0136, 0.1700, 0.0075], [-0.0681, 0.0865, -0.0458], [-0.0161, 0.1024, 0.1956], [0.0405, 0.0555, 0.0449], [0.0208, -0.1600, 0.0639], [0.0312, 0.3521, 0.5482], [-0.0389, 0.0261, -0.0405], [-0.0163, 0.0451, 0.0256], [-0.0034, -0.0044, -0.0116], [0.0183, -0.0160, 0.0045], [-0.0016, 0.0348, -0.0181], [-0.0078, 0.0535, -0.0739], [-0.0007, -0.0275, 0.0078], [-0.0524, -0.0378, -0.1128], [-0.0051, -0.0100, -0.0324], [0.2526, -0.0333, -0.1787], [0.0721, 0.0562, 0.2248], [-0.0452, -0.0920, 0.0148], [0.0640, 0.3349, 0.0854], [-0.1679, -0.1580, 0.0627], [-0.0641, -0.0263, -0.0818], [0.0005, -0.0565, 0.0131], [0.0247, 0.0200, -0.0512], [-0.0193, -0.0026, 0.0589], [0.0106, -0.0305, -0.0663], [-0.0226, 0.0490, 0.0671], [-0.0147, 0.0360, -0.0597], [-0.0438, -0.0050, 0.0897], [0.0916, 0.0076, -0.1757], [-0.2164, -0.0134, 0.0275], [0.0166, 0.1912, -0.0938], [0.1038, 0.0251, 0.0829], [-0.0014, -0.1189, -0.0030], [0.1221, 0.0175, 0.1626], [0.0131, -0.0234, -0.0263], [-0.0118, 0.0121, -0.0591], [-0.0466, -0.0030, -0.0376], [-0.1929, -0.0865, -0.0393], [-0.1120, 0.0120, -0.0457], [-0.0160, 0.1031, 0.1409], [0.0178, 0.0144, 0.0227], [0.0636, 0.0808, -0.0549], [0.0298, -0.0008, -0.0302], [-0.0030, -0.0041, 0.0265], [0.0055, -0.0146, 0.0172], [0.0643, 0.0197, 0.0770], [-0.0008, 0.0137, -0.0081], [-0.0080, 0.0161, 0.0177], [-0.0095, -0.0161, 0.0558], [-0.0079, -0.0088, 0.0618], [-0.0049, -0.0211, 0.0081], [-0.0008, -0.0172, -0.0201], [0.0442, 0.0545, -0.0266], [0.0155, -0.0042, 0.0011], [0.0228, 0.0071, 0.0201], [-0.0135, -0.0016, -0.0220], [0.0573, -0.0065, -0.0230], [0.0224, -0.0018, -0.0197], [-0.0217, -0.0142, 0.0229], [0.0079, 0.0039, 0.0008], [-0.0033, 0.0061, 0.0013], [0.0150, -0.0475, -0.0323], [-0.0058, -0.0100, 0.0225], [-0.0338, 0.0199, -0.0077], [-0.0191, -0.0264, 0.0030], [-0.0498, -0.0393, -0.0155], [-0.0048, -0.0193, -0.0086], [-0.0179, 0.0061, 0.0051], [-0.0163, 0.0116, 0.0249], [-0.0966, 0.0223, 0.0568], [-0.0421, 0.0282, -0.1073], [0.1261, -0.0289, -0.0134], [0.0214, 0.0434, -0.0061], [0.0171, -0.0065, 0.0838], [-0.1852, -0.2359, 0.0629], [-0.0080, 0.0282, -0.0784], [0.0046, -0.0008, 0.0014], [-0.0281, 0.0034, 0.0203], [-0.0111, 0.0021, -0.0081], [0.0296, -0.0465, -0.0589], [0.0653, 0.0633, -0.0717], [0.0273, -0.0059, 0.0162], [0.0440, 0.0068, 0.0208], [-0.0130, 0.0127, -0.0074], [0.0533, -0.0022, 0.0569], [0.0165, -0.0383, -0.0152], [0.0535, -0.0083, 0.0281], [0.0167, -0.0045, -0.0120], [-0.0166, 0.0223, 0.0104], [0.0030, 0.0147, -0.0208], [0.0241, 0.0026, 0.0362], [-0.0344, -0.0600, 0.0142], [-0.0708, 0.0547, -0.1451], [-0.0452, -0.0783, 0.0801], [-0.0162, 0.1109, -0.1332], [0.0228, -0.0971, -0.1073], [0.0808, 0.0240, 0.1384], [0.0090, -0.0344, 0.0342], [0.0185, -0.0263, 0.0109], [-0.0113, 0.0142, -0.0040], [-0.0255, 0.0189, -0.0030], [-0.0572, 0.1271, -0.0036], [0.0727, 0.0377, 0.0176], [-0.0012, 0.0028, 0.0089], [-0.0050, -0.0248, -0.0074], [0.0611, -0.0463, 0.0619], [-0.0290, 0.0417, -0.0393], [-0.0110, 0.0556, 0.0304], [0.0075, 0.0155, 0.0267], [0.0241, -0.0240, 0.0105], [0.0678, 0.0681, 0.0543], [0.0489, 0.0385, -0.1495], [-0.0352, -0.1010, 0.0544], [-0.1110, 0.0713, 0.0899], [0.0237, -0.1222, 0.2185], [0.0045, -0.0459, -0.0874], [-0.0309, 0.0843, -0.0141], [-0.0344, -0.0055, 0.0574], [0.0488, -0.0048, -0.0727], [0.0424, 0.0648, 0.0770], [-0.1021, 0.0580, -0.0398], [0.0195, 0.0037, -0.0827], [-0.0596, -0.1508, 0.0474], [0.0746, 0.0576, 0.0438]], "lowdin_charge": [0.999, 0.077, -0.559, -0.136, -0.078, -0.242, -0.084, -0.089, -0.246, -0.112, -0.079, -0.560, 0.050, -0.142, 0.155, 0.167, 0.118, 0.112, 0.118, 0.083, 0.122, 0.152, -0.046, -0.110, -0.046, -0.347, 0.132, -0.247, -0.042, -0.059, -0.034, -0.149, -0.045, -0.067, -0.020, -0.217, 0.119, -0.381, -0.113, -0.023, -0.060, -0.151, -0.059, -0.062, -0.050, -0.171, -0.057, -0.093, 0.096, 0.063, 0.099, 0.099, 0.103, 0.054, 0.078, 0.106, 0.108, 0.107, 0.104, 0.116, 0.085, 0.059, 0.098, 0.091, 0.070, 0.091, 0.083, 0.090, 0.092, 0.075, 0.095, 0.096, 0.096, 0.062, 0.091, 0.065, 0.086, 0.037, -0.074, -0.122, -0.046, -0.422, 0.163, -0.185, -0.059, -0.091, 0.097, 0.089, 0.050, 0.090, 0.068, 0.093, 0.016, 0.088, 0.082, 0.078, 0.031, 0.074, 0.077, -0.016, -0.074, -0.732, 0.780, 0.107, -0.185, -0.017, -0.094, -0.090, -0.006, -0.158, 0.040, 0.094, 0.105, 0.146, 0.110, 0.100, 0.102, 0.110, -0.164, 0.283, -0.151, -0.169, -0.403, 0.027, 0.013, 0.010, 0.028, 0.001, 0.017, 0.030, 0.003, 0.031], "de_lowest_kj_mol": 176.3, "orbital_gap_ev": 7.0, "multiplicity": 1}